# 1
Density functional theory data (ωB97M-V with the def2-TZVPD basis set) for a structure of composition C2H6ClN3O.

HOMO	-9.46	eV
charge	0
LUMO	0.64	eV
E	-21205.216	eV
ΔE to the lowest compared entry with this formula, charge and spin	4.447	eV
HOMO-LUMO gap	10.09	eV

Structure (XYZ):
```
13
Properties=species:S:1:pos:R:3:forces:R:3:lowdin_charge:R:1
C 0.28755 -0.46847 0.11985 -3.30 2.17 3.10 -0.55
C -1.11300 -0.88382 0.34711 0.78 -2.59 -1.97 -0.61
H 3.00297 -1.60930 0.18996 -1.72 4.36 -2.21 0.20
H 2.37660 0.37037 0.66376 -0.66 -3.80 -2.55 0.21
H -1.43676 -1.20172 1.30029 0.38 0.00 1.49 0.06
H -1.19584 -1.80085 -0.26762 -0.05 0.29 0.25 0.09
H 0.09934 1.19147 1.41658 1.54 -1.54 -1.93 0.18
H 1.90502 1.47569 -0.71755 0.89 -0.67 -0.31 0.03
N 2.35549 -0.56451 -0.29401 5.74 -3.17 3.29 -0.11
N 1.16065 -1.17148 -0.36996 1.91 -2.23 -1.63 -0.04
N 0.79384 0.62022 0.78254 -2.18 6.11 1.06 -0.04
O 1.10121 1.74968 -0.29341 -1.82 -0.69 2.16 -0.07
Cl -2.28107 0.20594 -0.22764 -1.51 1.75 -0.74 0.64
```
Positions in Å, forces in eV/Å.


# 2
Density functional theory data (ωB97M-V with the def2-TZVPD basis set) for the ion C9H10N5 with charge +1.

HOMO	-12.43	eV
charge	+1
LUMO	-4.76	eV
E	-16924.599	eV
ΔE to the lowest compared entry with this formula, charge and spin	12.867	eV
structure (SMILES)	C=Cn1c(-c2ccccn2)nn[n+]1C
HOMO-LUMO gap	7.66	eV

Structure (XYZ):
```
24
Properties=species:S:1:pos:R:3:forces:R:3:lowdin_charge:R:1
C -2.47932 1.40266 -0.19870 2.56 -0.98 -1.94 0.07
C -1.32679 0.93003 -1.06430 -3.84 1.91 3.16 -0.09
N -0.93008 -0.52618 -0.93045 2.03 -1.35 0.74 -0.02
C 0.24953 -1.09958 -0.17696 -1.46 -2.01 -1.33 0.01
C 1.45981 -0.31628 0.67765 -0.15 1.53 0.77 -0.16
C 0.96175 1.02586 1.44806 4.22 -0.60 0.50 0.01
C 2.15497 1.86443 2.26922 0.95 -5.30 -3.41 0.01
C 3.62648 1.10945 2.10226 -2.03 -0.32 -0.56 -0.02
C 3.90699 -0.28007 1.30318 -4.06 2.22 0.42 -0.06
N 2.79239 -0.97431 0.59419 -0.65 4.62 2.65 0.03
N 0.15178 -2.62103 -0.35271 -3.59 5.74 -2.23 0.11
N -0.98692 -2.80989 -1.14519 1.06 3.40 1.33 0.09
N -1.63640 -1.60392 -1.46999 2.79 -2.00 1.57 -0.14
C -2.93629 -1.56259 -2.29484 0.03 0.33 -0.32 0.02
H -3.47271 0.79006 -0.06650 2.58 0.69 0.50 0.09
H -2.43499 2.44453 0.37912 -0.35 -1.95 -2.36 0.11
H -0.83828 1.71968 -1.77789 0.00 -2.11 1.87 0.15
H -0.16709 1.41206 1.44646 2.89 -1.18 -0.09 0.09
H 1.97496 2.86574 2.84577 0.47 -2.25 -1.23 0.10
H 4.56249 1.62974 2.61881 -2.27 -1.27 -1.23 0.10
H 5.01396 -0.72584 1.28775 -2.96 0.94 -0.12 0.13
H -2.77116 -0.71273 -3.09544 -0.56 -1.77 1.69 0.12
H -3.01668 -2.60979 -2.82062 0.23 2.16 1.23 0.13
H -3.85839 -1.35204 -1.57888 2.12 -0.47 -1.60 0.12
```
Positions in Å, forces in eV/Å.


# 3
Density functional theory data (ωB97M-V with the def2-TZVPD basis set) for a cluster of 2 separate species, C4H11NO4P in total.

HOMO	-4.79	eV
charge	-1
LUMO	3.63	eV
E	-23297.803	eV
ΔE to the lowest compared entry with this formula, charge and spin	1.408	eV
HOMO-LUMO gap	8.42	eV

Structure (XYZ):
```
21
Properties=species:S:1:pos:R:3:forces:R:3:lowdin_charge:R:1
C -0.82447 -0.58637 1.50170 -1.58 1.88 -0.75 -0.03
C -2.46038 -0.03439 -0.38151 2.83 -1.77 -4.42 -0.02
C -0.13278 0.82392 -0.35954 2.22 1.04 -0.20 -0.30
C -1.02743 -0.34920 -0.02231 1.63 -0.40 0.03 -0.57
N 2.61284 -0.21509 1.01034 -1.53 2.87 4.19 0.03
O -0.08736 1.28765 -1.76686 0.00 -0.49 -0.51 -0.23
O 2.31877 1.96730 -1.21097 0.62 -0.16 -0.05 -0.35
O 1.85425 -0.51715 -1.92097 0.30 -1.31 -0.64 -0.32
O -0.60009 -1.57811 -0.72886 -2.34 0.72 1.65 -0.03
P 1.45110 0.78102 -1.37880 -3.26 2.24 1.62 0.31
H 0.16935 -0.86350 1.73672 1.18 0.23 0.16 0.04
H -1.18412 0.36632 2.05498 0.62 -1.76 -0.55 0.11
H -1.39511 -1.45387 1.72215 -0.97 -0.62 0.64 0.06
H -2.49108 0.10036 -1.52498 0.07 -0.14 1.60 0.12
H -3.05751 -0.83902 -0.16857 -1.79 -1.86 0.81 0.05
H -2.72189 0.83507 0.02116 -1.45 3.52 1.96 0.03
H -0.21211 1.72907 0.34539 -0.20 -1.36 -0.89 0.14
H 1.88943 0.55516 1.16390 0.97 -2.14 -0.47 0.04
H 3.34288 0.30465 0.65672 2.14 0.86 -1.20 -0.03
H 2.35181 -0.91967 0.42285 -1.13 -1.80 -2.01 -0.05
H 0.20391 -1.39413 -1.17256 1.67 0.44 -0.98 0.01
```
Positions in Å, forces in eV/Å.


# 4
Density functional theory data (ωB97M-V with the def2-TZVPD basis set) for a structure of composition C4H7O3Y.

HOMO (spin up / spin down)	-19.45 / -22.48	eV
2S+1	2
charge	+3
LUMO (spin up / spin down)	-14.43 / -13.85	eV
E	-11407.891	eV
ΔE to the lowest compared entry with this formula, charge and spin	1.669	eV
HOMO-LUMO gap (spin up / spin down)	5.01 / 8.63	eV

Structure (XYZ):
```
15
Properties=species:S:1:pos:R:3:forces:R:3:mulliken_spin:R:1
H -1.25717 -2.13019 0.36259 -0.24 0.06 -0.40 0.02
Y 2.24233 0.51802 4.26539 -0.27 0.05 0.26 1.00
O 0.42448 0.14886 2.91466 0.99 -0.79 -0.20 0.01
C 0.01065 -0.27550 1.83899 1.44 2.65 -2.80 0.00
O -1.23712 -0.58484 1.71331 -0.39 -0.48 -1.35 0.02
C -1.69687 -1.14409 0.51655 1.24 -0.54 0.61 0.32
H -0.52999 -0.57181 -0.83498 -0.15 0.22 1.05 -0.05
H -2.75759 -0.95453 0.37765 0.10 0.38 -0.50 0.02
O 1.39938 -0.93528 -1.81325 -2.99 2.79 3.33 -0.30
C 0.66370 -0.07073 -1.37292 2.38 -4.38 -5.35 0.04
C 0.54521 1.25388 -2.04925 -0.60 2.07 1.89 -0.08
H 0.62010 -0.04788 0.63572 -1.52 -1.17 4.11 0.01
H 0.16601 1.15733 -3.07172 0.06 -0.44 0.10 0.00
H -0.12317 1.89180 -1.45050 0.03 -0.07 -0.49 0.00
H 1.53006 1.74495 -2.03225 -0.09 -0.37 -0.25 0.00
```
Positions in Å, forces in eV/Å.


# 5
Density functional theory data (ωB97M-V with the def2-TZVPD basis set) for an isolated molecule of C3H5N3.

HOMO	-9.08	eV
charge	0
LUMO	0.74	eV
E	-7660.174	eV
ΔE to the lowest compared entry with this formula, charge and spin	2.281	eV
structure (SMILES)	Cc1c[nH]nn1
HOMO-LUMO gap	9.82	eV

Structure (XYZ):
```
11
Properties=species:S:1:pos:R:3:forces:R:3:lowdin_charge:R:1
C 0.71149 -0.88874 1.30098 -0.02 0.24 -0.16 -0.04
C 0.33389 0.12824 0.24247 -0.22 0.14 -0.31 -0.42
C -0.70774 -0.08319 -0.66255 -0.13 -0.41 0.18 -0.10
N -0.79502 0.99165 -1.45310 0.36 -0.54 0.70 -0.08
N 0.08261 1.92874 -1.19088 2.02 -1.79 3.21 0.04
N 0.90303 1.30540 0.04033 -2.65 1.66 -3.76 0.11
H 0.98913 -1.82173 0.79767 -0.14 0.08 0.21 0.08
H -0.16851 -1.05619 1.93338 0.24 -0.15 -0.09 0.08
H 1.54542 -0.60407 1.95107 -0.20 0.25 -0.34 0.08
H -1.37573 -0.91270 -0.77100 -0.16 -0.21 -0.04 0.11
H -1.51857 1.01260 -2.18838 0.89 0.73 0.41 0.17
```
Positions in Å, forces in eV/Å.


# 6
Density functional theory data (ωB97M-V with the def2-TZVPD basis set) for an isolated molecule of C2H4N2O2S2.

HOMO	-8.76	eV
charge	0
LUMO	0.39	eV
E	-30883.409	eV
ΔE to the lowest compared entry with this formula, charge and spin	0.346	eV
structure (SMILES)	O=C(O)/C(=N/S)NS
HOMO-LUMO gap	9.15	eV

Structure (XYZ):
```
12
Properties=species:S:1:pos:R:3:forces:R:3:lowdin_charge:R:1
C -0.20959 -0.13969 -0.20920 2.22 0.67 -1.10 -0.50
C 1.26535 -0.34238 0.10965 1.09 -0.50 0.81 -0.45
H 0.35568 0.61731 2.80016 -0.62 0.07 -0.27 -0.12
H -1.89822 -0.14883 0.90674 0.23 -0.05 -0.23 0.06
H -2.01575 -0.23313 -3.15086 0.30 -0.15 -0.45 -0.16
H 3.04906 0.00863 -0.55492 0.72 -0.40 0.74 0.11
N -0.94522 0.19577 0.87426 -2.10 -0.40 0.77 -0.39
N -0.52640 -0.30430 -1.43581 -0.07 -0.21 0.43 -0.31
O 2.14524 0.04381 -0.83871 -2.00 0.31 -0.51 0.13
O 1.60222 -0.83837 1.16574 -0.17 0.53 -0.73 0.08
S -0.68260 1.26062 2.17422 1.12 -0.11 -0.07 0.78
S -2.13978 -0.11944 -1.84128 -0.72 0.24 0.60 0.77
```
Positions in Å, forces in eV/Å.